No. 1
Computed, not measured: a molecular structure, C20H40F10N5NaO12S6 at a distorted geometry, with wB97M-V/def2-TZVPD.

Its spin multiplicity is 2. The HOMO-LUMO gap (alpha / beta) comes out at 9.02 / 4.17 eV. The calculated total energy comes out at -149996.353 eV. As for the charge: +1.

XYZ file:
```
94
Properties=species:S:1:pos:R:3:forces:R:3
Na 0.297 0.438 0.778 -0.3 0.0 0.0
C 0.315 0.926 -2.829 0.3 0.6 -0.6
C 0.437 0.034 -4.078 -1.4 1.0 -0.3
C -0.986 0.106 -4.798 0.4 -2.8 1.2
N -1.182 -0.836 -6.020 -0.6 1.8 -0.9
C -0.518 -0.074 -7.223 -0.5 -1.4 -1.3
C -0.783 -0.808 -8.552 0.3 -1.2 0.3
C -2.268 -1.017 -8.913 1.4 0.7 -0.4
C -2.987 -1.610 -7.722 -0.8 -0.4 0.6
C -2.699 -0.943 -6.346 0.6 1.8 -1.6
C -0.764 -2.238 -5.758 0.7 0.1 -0.3
H 1.287 1.103 -2.369 0.0 -0.5 0.1
H -0.394 0.512 -2.112 0.0 0.1 0.0
H 0.015 1.932 -3.123 -0.4 0.0 0.1
H 0.650 -0.959 -3.682 0.0 -0.1 -0.6
H 1.231 0.407 -4.724 0.1 -0.2 0.1
H -1.461 1.069 -4.984 0.6 0.0 -0.4
H -1.628 -0.413 -4.086 -0.3 0.4 0.3
H -0.950 0.912 -7.394 -0.3 0.1 1.1
H 0.559 0.043 -7.100 -0.2 -0.2 0.6
H -0.167 -0.362 -9.333 -0.3 0.3 0.0
H -0.377 -1.815 -8.455 0.3 -0.1 0.0
H -2.661 -0.104 -9.361 -0.5 0.5 0.9
H -2.362 -1.646 -9.798 0.3 -0.6 0.3
H -4.050 -1.545 -7.953 -0.2 0.3 0.5
H -2.860 -2.690 -7.649 0.5 -0.1 -0.1
H -2.942 0.110 -6.491 -0.4 0.1 0.2
H -3.271 -1.304 -5.491 0.4 -0.3 -0.1
H -0.734 -2.799 -6.692 0.0 0.2 0.1
H -1.548 -2.681 -5.142 0.3 0.0 0.2
H 0.221 -2.261 -5.293 -0.2 -0.1 0.0
C 3.410 -1.266 3.806 1.5 0.1 -0.7
C 2.842 0.151 3.814 -1.4 -0.6 -0.3
C 1.664 0.300 4.811 1.2 0.6 1.7
N 2.068 1.171 6.080 -0.1 -1.3 -0.5
C 3.345 0.511 6.754 -1.7 0.8 0.8
C 3.654 1.174 8.175 0.2 -1.7 -0.5
C 2.438 1.180 9.150 1.5 0.6 -1.6
C 1.267 1.759 8.424 -1.6 0.9 1.7
C 0.868 1.125 7.111 0.6 0.7 -0.6
C 2.352 2.569 5.673 -0.5 0.7 1.8
H 2.713 -2.050 3.510 -0.3 0.1 0.7
H 4.048 -1.499 4.658 -0.7 -0.2 0.5
H 4.158 -1.363 3.019 0.0 0.4 -0.4
H 2.396 0.298 2.831 0.0 0.1 -0.2
H 3.588 0.944 3.867 0.1 -0.2 0.3
H 1.438 -0.643 5.309 -0.1 -0.2 -0.4
H 0.747 0.718 4.394 0.2 0.2 0.2
H 2.990 -0.518 6.813 0.3 -0.1 0.5
H 4.161 0.513 6.033 -0.1 0.4 0.2
H 4.435 0.606 8.680 0.1 -0.6 -0.4
H 4.197 2.112 8.057 -0.8 0.5 -0.1
H 2.109 0.204 9.508 0.7 -0.3 -0.1
H 2.737 1.772 10.016 -0.3 0.0 0.0
H 0.519 1.678 9.212 -1.1 -0.8 -0.6
H 1.177 2.845 8.449 1.0 0.3 -0.9
H 0.479 0.111 7.206 0.7 -0.2 -0.1
H 0.046 1.677 6.655 0.2 0.1 -0.2
H 3.080 2.711 4.874 -0.3 -0.4 0.0
H 2.726 3.012 6.596 0.4 0.3 -0.3
H 1.408 3.094 5.529 0.1 -0.2 -0.7
N -0.757 1.587 2.529 -4.0 -4.9 0.1
S -2.171 1.163 3.355 -3.3 -3.3 1.6
O -3.449 1.887 3.108 4.1 -1.5 0.4
O -1.852 0.694 4.703 -0.3 1.3 -2.0
F -2.354 -0.233 2.599 0.1 0.6 -0.3
S -0.778 3.018 2.903 3.2 10.7 -0.4
O -0.511 3.277 4.323 -1.3 -0.4 -1.8
O -1.530 4.020 2.099 1.0 -3.0 2.4
F 0.680 3.229 2.258 0.7 0.3 -0.1
N 2.353 -0.080 -0.094 -2.3 -4.0 -0.7
S 3.840 0.113 -0.243 8.8 6.9 0.6
O 4.329 0.287 -1.595 -0.8 -1.4 1.0
O 4.732 -0.399 0.784 -1.4 -0.9 -1.3
F 3.958 1.680 0.219 -1.3 -0.3 0.0
S 2.457 -1.730 -0.595 -2.5 -2.8 0.1
O 2.984 -2.652 0.373 0.1 1.3 -0.7
O 2.690 -1.972 -1.996 -0.4 0.8 1.4
F 0.882 -1.994 -0.386 -0.1 0.5 -0.3
C -2.004 -3.266 -1.523 0.5 1.0 0.0
F -2.951 -3.922 -2.124 -0.9 -0.6 0.5
F -1.510 -3.914 -0.457 -0.4 0.9 -1.7
F -1.109 -3.013 -2.505 0.2 0.1 1.4
S -2.725 -1.550 -0.841 2.7 0.4 4.1
O -3.739 -1.849 0.173 1.4 0.2 -2.6
O -1.563 -0.765 -0.291 -2.9 -1.7 -2.6
N -3.332 -0.805 -2.333 3.3 -1.3 1.7
S -4.780 -0.546 -2.053 -4.7 3.1 -0.7
O -5.570 -1.759 -2.007 -0.1 -0.1 -0.5
O -5.144 0.297 -0.909 0.7 -0.4 -1.0
C -5.315 0.526 -3.700 1.3 1.6 2.5
F -4.324 1.375 -4.169 -1.3 -1.3 1.1
F -5.537 -0.349 -4.606 -0.9 -0.8 -1.2
F -6.378 1.262 -3.321 1.2 -1.1 -0.9
```
Forces are in eV/Å.

Just the Löwdin charges please, in e? Sure, here they are:
1. Na 0.44
2. C -0.08
3. C -0.17
4. C -0.09
5. N -0.23
6. C -0.07
7. C -0.17
8. C -0.18
9. C -0.16
10. C -0.09
11. C 0.02
12. H 0.07
13. H 0.05
14. H 0.09
15. H 0.09
16. H 0.12
17. H 0.14
18. H 0.08
19. H 0.14
20. H 0.14
21. H 0.13
22. H 0.10
23. H 0.12
24. H 0.12
25. H 0.12
26. H 0.12
27. H 0.12
28. H 0.12
29. H 0.10
30. H 0.11
31. H 0.11
32. C -0.09
33. C -0.21
34. C -0.07
35. N -0.22
36. C -0.04
37. C -0.14
38. C -0.18
39. C -0.21
40. C -0.06
41. C 0.01
42. H 0.09
43. H 0.07
44. H 0.06
45. H 0.09
46. H 0.11
47. H 0.12
48. H 0.09
49. H 0.12
50. H 0.12
51. H 0.11
52. H 0.11
53. H 0.12
54. H 0.12
55. H 0.12
56. H 0.12
57. H 0.14
58. H 0.12
59. H 0.11
60. H 0.09
61. H 0.09
62. N -0.33
63. S 0.63
64. O -0.25
65. O -0.29
66. F -0.19
67. S 0.46
68. O -0.29
69. O -0.27
70. F -0.21
71. N -0.30
72. S 0.42
73. O -0.27
74. O -0.27
75. F -0.22
76. S 0.58
77. O -0.24
78. O -0.25
79. F -0.21
80. C -0.60
81. F 0.19
82. F 0.18
83. F 0.12
84. S 0.81
85. O -0.26
86. O -0.32
87. N -0.19
88. S 0.58
89. O -0.12
90. O -0.12
91. C -0.57
92. F 0.10
93. F 0.19
94. F 0.16

No. 2
Computed, not measured: a molecular structure, C20H41BiN2P3S at a distorted geometry, with wB97M-V/def2-TZVPD.

The calculation puts the energy above the lowest of the compared OMol25 structures with the same formula, charge and spin at 0.0000 eV. Its spin multiplicity is 1. The HOMO-LUMO gap (alpha / beta) comes out at 4.35 / 4.48 eV. The calculated total energy comes out at -68899.407 eV. As for the charge: +3.

XYZ file:
```
68
Properties=species:S:1:pos:R:3:forces:R:3
Bi -0.703 0.345 0.529 0.7 0.2 0.0
P -3.061 -1.104 0.258 -1.2 -0.8 -0.3
P -1.900 2.190 2.229 0.4 0.1 0.0
P 0.520 -1.077 2.646 0.1 0.1 -0.1
H 6.935 -0.976 -5.269 0.0 -0.4 0.2
C 6.883 -1.927 -4.723 -0.2 -0.3 -0.2
C 6.200 -2.974 -5.206 0.3 0.3 0.1
H 5.664 -2.917 -6.163 0.3 0.0 0.4
C -3.907 -0.731 -1.309 0.1 0.2 -0.1
C -4.274 -0.849 1.592 0.1 0.1 0.2
C -2.727 -2.893 0.203 0.3 0.0 0.1
C -0.597 3.415 2.516 0.1 0.1 0.0
C -3.318 3.084 1.545 -0.3 0.0 -0.3
C -2.394 1.512 3.834 -0.2 -0.2 0.2
C 1.661 -2.357 2.032 0.0 -0.2 -0.2
C -0.580 -1.846 3.875 -0.3 0.0 0.1
C 1.527 0.205 3.456 0.1 0.1 0.1
H 7.458 -1.996 -3.791 -0.2 0.0 -0.4
H 6.193 -3.943 -4.691 0.0 0.5 -0.2
H -3.164 -0.620 -2.114 -0.3 -0.1 0.2
H -4.479 0.205 -1.218 0.1 -0.4 -0.1
H -4.584 -1.561 -1.557 0.1 0.2 0.1
H -4.524 0.221 1.685 0.0 -0.5 0.0
H -3.855 -1.209 2.547 -0.2 0.1 -0.3
H -5.185 -1.421 1.356 0.2 0.2 0.1
H -2.182 -3.140 -0.722 -0.2 0.0 0.3
H -3.686 -3.434 0.235 0.3 0.1 0.0
H -2.111 -3.183 1.070 -0.3 0.0 -0.3
H -0.952 4.185 3.212 0.1 -0.1 -0.1
H -0.321 3.888 1.563 -0.1 -0.1 0.2
H 0.303 2.936 2.928 -0.3 0.1 -0.1
H -3.790 3.695 2.328 0.1 -0.1 -0.2
H -4.063 2.378 1.144 0.2 0.3 0.2
H -2.993 3.738 0.721 0.0 -0.2 0.3
H -2.892 2.292 4.425 0.1 -0.2 -0.1
H -1.516 1.148 4.387 -0.2 0.2 -0.2
H -3.094 0.672 3.699 0.2 0.4 0.1
H 2.176 -2.874 2.853 -0.2 0.2 -0.1
H 2.410 -1.915 1.358 -0.2 0.0 0.3
H 1.104 -3.094 1.434 0.1 0.2 0.3
H -0.043 -2.061 4.813 -0.1 0.0 -0.3
H -0.986 -2.786 3.464 0.2 0.3 0.2
H -1.427 -1.173 4.093 0.4 -0.3 0.0
H 2.303 -0.243 4.091 -0.2 0.1 -0.1
H 0.895 0.864 4.069 0.2 -0.2 -0.1
H 2.018 0.825 2.691 -0.1 -0.2 0.2
C 2.019 -1.040 -1.582 -0.2 -0.2 0.0
C 2.791 -0.089 -0.876 0.4 0.6 0.2
C 4.001 0.364 -1.383 -0.6 0.2 0.7
C 4.491 -0.171 -2.577 0.2 0.0 -0.2
C 3.756 -1.129 -3.282 -0.6 -0.5 -0.2
C 2.524 -1.556 -2.803 0.2 0.0 -0.4
S 0.522 -1.640 -0.998 0.4 0.1 -0.4
H 0.736 1.471 0.449 0.0 0.1 0.1
H 2.399 0.307 0.064 0.3 -0.1 -0.3
H 4.556 1.134 -0.834 -0.1 -0.4 -0.3
H 5.462 0.150 -2.956 -0.3 -0.1 0.0
H 4.150 -1.553 -4.210 -0.1 0.2 0.4
H 1.909 -2.284 -3.337 0.4 0.2 0.0
N -2.353 2.979 -3.004 0.9 -0.4 0.2
C -1.042 2.776 -3.439 -0.9 0.0 0.4
C -0.445 2.020 -2.488 0.0 -0.2 0.2
N -1.350 1.743 -1.473 -0.8 0.5 -0.2
C -2.491 2.349 -1.820 0.5 -0.1 -0.4
H -3.068 3.515 -3.485 0.2 -0.1 0.1
H -0.663 3.167 -4.357 0.0 0.2 -0.3
H 0.572 1.646 -2.461 -0.2 0.1 0.0
H -3.421 2.345 -1.267 0.2 0.0 -0.1
```
Forces are in eV/Å.

Just the Löwdin charges please, in e? Sure, here they are:
1. Bi 1.04
2. P 0.69
3. P 0.69
4. P 0.71
5. H 0.06
6. C -0.10
7. C -0.08
8. H 0.06
9. C -0.23
10. C -0.24
11. C -0.24
12. C -0.25
13. C -0.24
14. C -0.24
15. C -0.26
16. C -0.23
17. C -0.25
18. H 0.06
19. H 0.06
20. H 0.06
21. H 0.05
22. H 0.08
23. H 0.04
24. H 0.05
25. H 0.08
26. H 0.05
27. H 0.08
28. H 0.05
29. H 0.08
30. H 0.06
31. H 0.04
32. H 0.08
33. H 0.04
34. H 0.06
35. H 0.08
36. H 0.04
37. H 0.03
38. H 0.08
39. H 0.04
40. H 0.04
41. H 0.08
42. H 0.06
43. H 0.03
44. H 0.08
45. H 0.04
46. H 0.04
47. C -0.67
48. C -0.13
49. C -0.03
50. C 0.01
51. C -0.02
52. C -0.06
53. S 0.66
54. H -0.04
55. H 0.04
56. H 0.13
57. H 0.13
58. H 0.10
59. H 0.12
60. N 0.11
61. C -0.02
62. C -0.13
63. N -0.13
64. C -0.19
65. H 0.18
66. H 0.13
67. H 0.11
68. H 0.11

No. 3
Computed, not measured: 3 unconnected molecules or ions with the total composition C20H41BrClN4O3 at a distorted geometry, with wB97M-V/def2-TZVPD.

Its spin multiplicity is 1. The HOMO-LUMO gap comes out at 7.83 eV. The calculated total energy comes out at -116064.406 eV. As for the charge: +1.

XYZ file:
```
70
Properties=species:S:1:pos:R:3:forces:R:3
C 0.997 2.126 1.037 -0.4 -1.2 -0.3
C 1.171 1.914 -0.560 1.2 1.3 1.0
N 1.429 0.467 -0.849 -0.8 0.5 -1.7
C 0.217 -0.261 -1.325 -1.0 -1.1 -0.3
C -1.159 0.163 -0.612 0.8 -0.5 0.4
C -2.338 -0.875 -1.044 -0.3 1.5 0.6
C -3.088 -1.302 0.315 0.9 -0.7 0.7
C -2.187 -2.238 1.294 -0.8 0.6 0.7
C -3.350 -0.001 -1.994 -0.6 -1.7 -1.2
C -4.722 0.375 -1.274 0.0 4.0 2.6
O -4.854 1.367 -0.511 0.8 -4.5 -3.5
Cl -6.209 -0.659 -1.545 1.6 0.6 0.0
C -1.842 -2.098 -1.956 -2.1 0.3 -0.4
N -0.571 -2.756 -1.508 0.8 -0.7 -1.1
C 0.461 -1.826 -0.939 1.9 1.9 1.9
C 1.991 -2.294 -1.222 -1.0 -0.8 0.2
C 2.758 -2.455 0.179 1.0 0.5 -0.2
C 4.336 -2.140 0.121 -0.7 0.3 0.6
Br 2.498 -4.379 0.733 -0.2 0.8 -0.1
H 0.824 1.072 1.488 0.3 1.7 -0.6
H 0.075 2.737 1.319 1.5 -0.5 -0.4
H 1.977 2.506 1.477 -1.6 -0.3 -0.5
H 0.346 2.395 -1.187 0.9 -0.8 0.9
H 2.146 2.474 -0.840 -1.6 -0.9 0.3
H 2.069 0.470 -1.670 -0.5 -0.1 1.0
H 0.076 -0.199 -2.477 0.2 0.0 1.6
H -1.482 1.242 -0.821 0.5 -1.7 0.2
H -0.956 0.119 0.527 -0.4 0.0 -1.9
H -4.052 -1.883 0.117 1.2 1.0 0.1
H -3.295 -0.345 0.933 0.1 -1.5 -1.3
H -2.816 -2.433 2.246 1.0 0.2 -1.6
H -1.250 -1.681 1.674 -1.4 -1.1 -0.8
H -1.959 -3.269 0.857 -0.1 1.4 0.5
H -2.812 0.899 -2.471 -1.1 -1.2 1.2
H -3.633 -0.684 -2.888 0.2 1.1 1.4
H -2.662 -2.909 -1.974 1.2 1.2 0.1
H -1.715 -1.771 -3.055 0.0 -0.4 1.9
H -0.143 -3.182 -2.362 -0.4 0.3 0.8
H -0.713 -3.562 -0.860 0.0 0.9 -0.4
H 0.340 -1.870 0.208 0.0 0.0 -1.9
H 2.525 -1.610 -1.970 -0.8 -0.9 1.3
H 1.923 -3.350 -1.686 0.4 1.6 0.5
H 2.323 -1.837 1.035 0.3 -0.9 -1.5
H 4.645 -2.048 -0.975 -0.1 -0.2 1.6
H 4.932 -2.946 0.691 -0.9 1.3 -1.2
H 4.522 -1.149 0.694 -0.3 -1.7 -1.3
C -6.784 4.423 3.531 0.0 0.1 0.1
C -5.938 3.465 2.736 0.5 -0.2 -0.1
O -4.717 3.439 2.836 -0.2 0.0 0.0
N -6.567 2.610 1.884 0.2 0.3 0.4
C -7.984 2.482 1.622 0.3 -0.3 -0.3
H -6.139 5.036 4.161 0.0 -0.2 -0.2
H -7.338 5.083 2.859 -0.1 -0.1 0.1
H -7.473 3.872 4.175 -0.1 0.1 -0.1
H -5.930 2.001 1.388 -0.1 0.1 0.0
H -8.286 1.460 1.862 -0.3 0.1 0.0
H -8.152 2.661 0.557 -0.3 0.0 0.1
H -8.577 3.183 2.206 0.1 -0.1 0.0
C 8.256 -1.361 0.192 0.0 -0.1 0.1
C 7.307 -0.194 0.219 -0.3 0.3 0.2
O 6.334 -0.164 0.965 0.3 0.1 -0.1
N 7.552 0.851 -0.616 -0.1 -0.5 0.2
C 8.635 1.009 -1.564 -0.3 0.4 0.0
H 7.926 -2.111 0.912 0.0 0.2 -0.1
H 8.264 -1.816 -0.801 0.2 0.0 0.0
H 9.261 -1.036 0.468 0.0 -0.1 -0.2
H 6.872 1.594 -0.538 0.1 -0.1 0.0
H 9.192 1.910 -1.299 0.2 -0.1 -0.2
H 8.204 1.137 -2.559 0.3 0.0 -0.1
H 9.309 0.154 -1.567 -0.1 0.1 0.1
```
Forces are in eV/Å.

Just the Löwdin charges please, in e? Sure, here they are:
1. C -0.09
2. C -0.25
3. N -0.05
4. C -0.26
5. C -0.08
6. C -0.35
7. C -0.18
8. C -0.09
9. C -0.09
10. C -0.67
11. O -0.01
12. Cl 0.62
13. C -0.08
14. N 0.07
15. C -0.21
16. C -0.19
17. C -0.66
18. C -0.14
19. Br 0.61
20. H 0.07
21. H 0.08
22. H 0.08
23. H 0.11
24. H 0.13
25. H 0.11
26. H 0.16
27. H 0.13
28. H 0.12
29. H 0.11
30. H 0.14
31. H 0.10
32. H 0.08
33. H 0.07
34. H 0.14
35. H 0.12
36. H 0.17
37. H 0.15
38. H 0.18
39. H 0.17
40. H 0.14
41. H 0.12
42. H 0.09
43. H 0.09
44. H 0.09
45. H 0.08
46. H 0.08
47. C -0.01
48. C -0.55
49. O 0.02
50. N 0.00
51. C -0.07
52. H 0.09
53. H 0.09
54. H 0.09
55. H 0.10
56. H 0.08
57. H 0.08
58. H 0.08
59. C -0.01
60. C -0.54
61. O -0.01
62. N 0.00
63. C -0.07
64. H 0.09
65. H 0.09
66. H 0.09
67. H 0.14
68. H 0.09
69. H 0.08
70. H 0.08